1.
{"formula": "C33H27CdClN3O7S2Sb", "method": "ωB97M-V/def2-TZVPD", "relative_energy_kcal_mol": 224.3, "homo_energy_ev": -1.26, "energy_ev": -98744.2253, "gap_ev": 5.31, "fmax_ev_per_a": 4.2, "total_charge": -2, "multiplicity": 1, "species": ["Cd", "O", "C", "C", "C", "C", "C", "C", "C", "N", "N", "C", "O", "C", "C", "C", "C", "C", "C", "H", "H", "H", "H", "H", "H", "H", "H", "H", "H", "O", "H", "H", "S", "Sb", "C", "C", "C", "C", "C", "C", "C", "C", "C", "C", "C", "C", "C", "C", "C", "C", "C", "C", "H", "H", "H", "H", "H", "H", "H", "H", "H", "H", "H", "H", "H", "H", "H", "S", "C", "N", "O", "Cl", "O", "O", "O"], "xyz": [[1.47087, -0.05758, -2.03273], [2.32103, 0.99709, 0.51631], [2.50782, 2.32154, 0.53063], [3.35740, 2.94950, 1.43671], [3.58674, 4.31992, 1.36541], [2.97505, 5.06353, 0.36382], [2.13386, 4.44673, -0.55397], [1.86836, 3.07780, -0.49094], [0.99817, 2.36185, -1.39970], [0.49795, 2.99514, -2.50865], [-0.20427, 2.42091, -3.36847], [-2.50446, -0.16163, -1.88945], [-1.97443, -0.79479, -1.03176], [-2.45094, -1.73945, -4.35041], [-3.39592, -1.26011, -5.21828], [-4.59952, -1.98192, -5.18852], [-4.70557, -3.17717, -4.48667], [-3.55923, -3.75762, -3.91884], [-2.37629, -3.03188, -3.90281], [3.83770, 2.34190, 2.19666], [4.24414, 4.79928, 2.08273], [3.15112, 6.13185, 0.29434], [1.65882, 5.02668, -1.33601], [0.37374, 1.59923, -0.93795], [-3.13092, -0.61647, -6.03908], [-5.42762, -1.66453, -5.81354], [-5.66414, -3.68048, -4.44752], [-3.58732, -4.74288, -3.47006], [-1.45440, -3.38260, -3.45324], [1.54264, -3.71281, -2.59258], [2.46299, -3.96308, -2.70619], [1.46317, -3.42077, -1.66947], [2.15611, -1.71914, -0.12687], [0.97704, -0.42121, 1.43442], [-0.70754, -1.72154, 1.79073], [-1.90633, -1.24907, 2.31471], [-3.00684, -2.08887, 2.42813], [-2.92062, -3.40830, 2.01149], [-1.72692, -3.88968, 1.49240], [-0.62906, -3.04845, 1.37802], [2.13971, -0.64490, 3.18698], [3.51506, -0.46390, 3.09059], [4.31107, -0.58450, 4.22176], [3.73693, -0.89285, 5.44887], [2.36537, -1.08119, 5.54567], [1.56737, -0.95439, 4.41478], [-0.04680, 1.40401, 1.89874], [-1.19468, 1.79463, 1.21407], [-1.76480, 3.03728, 1.45487], [-1.18884, 3.89709, 2.38000], [-0.04556, 3.51391, 3.06391], [0.52782, 2.27209, 2.82050], [-1.99599, -0.21674, 2.62767], [-3.94088, -1.69991, 2.81594], [-3.78820, -4.05498, 2.07111], [-1.65848, -4.91401, 1.14588], [0.28779, -3.41340, 0.93170], [3.94847, -0.23171, 2.12405], [5.38177, -0.43734, 4.14467], [4.35972, -0.98795, 6.33077], [1.91570, -1.32670, 6.50059], [0.49498, -1.10094, 4.49194], [-1.63942, 1.14249, 0.46975], [-2.64309, 3.33703, 0.89714], [-1.62090, 4.87582, 2.55306], [0.42438, 4.19149, 3.76667], [1.43418, 1.99330, 3.34380], [0.15371, -0.51823, -5.54483], [1.77768, -0.44124, -5.23630], [2.82900, -0.34282, -4.73365], [-2.19883, 0.70490, -4.48434], [-1.27961, -0.32196, -3.62963], [-3.39838, 0.56529, -2.15624], [-0.19931, -1.32684, -2.83564], [-0.21929, 1.06627, -3.03772]], "forces_ev_per_angstrom": [[0.5, 0.1, 0.1], [0.4, 0.0, 0.4], [-0.3, 0.1, -0.3], [0.0, 0.0, 0.0], [0.0, 0.0, 0.0], [0.0, 0.0, 0.0], [0.0, 0.0, 0.0], [0.0, 0.1, 0.2], [0.5, -0.9, -0.3], [-0.3, 0.7, -0.1], [0.4, 0.1, 0.1], [-0.9, 0.5, 1.8], [0.4, -0.3, 0.1], [2.4, 0.6, 0.4], [-1.2, -1.5, -0.4], [0.4, 0.0, -0.6], [0.5, -0.4, 0.3], [-0.7, 0.0, -0.4], [-0.1, 0.4, 0.9], [0.0, 0.0, 0.0], [0.0, 0.0, 0.0], [0.0, 0.0, 0.0], [0.0, 0.0, 0.0], [-0.2, 0.2, 0.1], [-0.3, 0.9, 0.6], [0.0, 0.1, 0.1], [0.0, -0.1, 0.0], [-0.1, 0.0, 0.0], [-0.1, 0.1, 0.2], [-0.1, -0.4, 0.0], [0.1, 0.1, 0.1], [0.0, 0.2, -0.2], [-0.3, -0.2, -0.3], [0.4, 0.5, 0.0], [0.0, -0.1, -0.1], [0.1, 0.0, 0.1], [0.0, 0.0, 0.0], [0.0, 0.0, 0.0], [0.0, 0.0, 0.0], [-0.1, 0.0, 0.0], [0.0, 0.0, 0.0], [0.0, 0.0, 0.0], [0.0, 0.0, 0.0], [0.0, 0.0, 0.0], [0.0, 0.0, 0.0], [0.0, 0.0, 0.0], [-0.3, -0.1, -0.1], [0.0, 0.0, -0.1], [0.0, 0.0, 0.0], [0.0, 0.0, 0.0], [0.0, 0.0, 0.0], [0.0, -0.1, 0.1], [0.0, 0.0, 0.0], [0.0, 0.0, 0.0], [0.0, 0.0, 0.0], [0.0, 0.0, 0.0], [0.0, 0.0, 0.0], [0.0, 0.0, 0.0], [0.0, 0.0, 0.0], [0.0, 0.0, 0.0], [0.0, 0.0, 0.0], [0.0, 0.0, 0.0], [0.0, 0.0, 0.0], [0.0, 0.0, 0.0], [0.0, 0.0, 0.0], [0.0, 0.0, 0.0], [0.0, 0.0, 0.0], [0.6, 0.0, -2.4], [0.1, 0.0, 1.4], [0.0, -0.1, -0.3], [2.4, -0.5, 0.3], [-4.1, -0.8, -0.4], [-0.2, 0.1, -0.5], [-0.1, 0.9, -1.5], [0.2, -0.2, 0.8]]}

***

2.
{"formula": "C33H27ClIN2O4PPt", "method": "ωB97M-V/def2-TZVPD", "relative_energy_kcal_mol": 37.2, "homo_energy_ev": -8.14, "energy_ev": -78987.2383, "gap_ev": 8.12, "fmax_ev_per_a": 0.5, "multiplicity": 1, "species": ["Pt", "I", "C", "C", "C", "C", "C", "C", "C", "C", "C", "P", "C", "C", "C", "C", "C", "C", "C", "C", "C", "C", "C", "C", "C", "H", "H", "H", "H", "H", "H", "H", "H", "H", "H", "H", "H", "H", "H", "H", "H", "C", "C", "N", "O", "C", "C", "N", "O", "H", "H", "H", "H", "H", "H", "H", "Cl", "C", "C", "C", "C", "C", "C", "C", "O", "O", "H", "H", "H", "H"], "xyz": [[-0.79760, -1.70731, 0.08307], [2.71577, -1.68066, 0.02791], [3.69266, 0.02062, -0.60833], [5.06035, -0.03381, -0.59326], [5.84520, 1.07002, -0.96125], [5.21904, 2.20990, -1.34995], [3.80503, 2.29980, -1.37589], [3.25511, 3.52319, -1.81301], [1.91002, 3.68453, -1.86972], [1.08827, 2.62309, -1.47257], [1.54007, 1.39783, -1.02759], [-0.05187, 0.38464, -0.67009], [-0.65307, 0.43510, -2.39990], [-1.53152, 1.36638, -2.93686], [-1.87113, 1.31105, -4.28047], [-1.32678, 0.33330, -5.10093], [-0.43732, -0.58976, -4.57100], [-0.10400, -0.53965, -3.22700], [-0.85924, 1.60801, 0.44866], [-0.00762, 2.20078, 1.39047], [-0.46678, 3.05272, 2.37759], [-1.82436, 3.32341, 2.46053], [-2.69137, 2.74518, 1.55578], [-2.22416, 1.89317, 0.55582], [2.97301, 1.19814, -0.98391], [5.54428, -0.95192, -0.29003], [6.92425, 1.00126, -0.93593], [5.78622, 3.08064, -1.65387], [3.93000, 4.31831, -2.10452], [1.46305, 4.60938, -2.20838], [0.02778, 2.81467, -1.51119], [-1.98516, 2.12143, -2.31153], [-2.56732, 2.03439, -4.68564], [-1.59278, 0.29314, -6.14927], [-0.00315, -1.35443, -5.20188], [0.57815, -1.27619, -2.81440], [1.05509, 1.99853, 1.33723], [0.22986, 3.50249, 3.07192], [-2.20837, 3.98487, 3.22584], [-3.75443, 2.95554, 1.60590], [-3.99738, 1.55899, -0.06601], [-3.98668, -4.57674, -0.42803], [-3.03545, -3.43302, -0.37013], [-1.92417, -3.44840, 0.27259], [-1.56766, -4.58453, 0.93106], [-3.23665, -2.14059, -1.07944], [-4.49234, -1.93045, -1.88202], [-2.34696, -1.23021, -1.03530], [-3.09556, 1.35229, -0.33482], [-3.66523, -5.39172, 0.21063], [-4.07309, -4.93946, -1.45370], [-4.97808, -4.24149, -0.11863], [-0.68865, -4.38294, 1.33235], [-4.72635, -2.79042, -2.51182], [-4.35885, -1.05195, -2.50887], [-5.35057, -1.76754, -1.22426], [2.53047, 1.30961, 6.29572], [1.99179, 0.04649, 5.22534], [1.26743, 0.38218, 4.09551], [0.85150, -0.62205, 3.23473], [1.13141, -1.95093, 3.51855], [1.84282, -2.26816, 4.67194], [2.29121, -1.27376, 5.52400], [0.67471, -3.07597, 2.63941], [0.50125, -4.18643, 3.12023], [0.54475, -2.85552, 1.36586], [1.02995, 1.41731, 3.89483], [0.28760, -0.36398, 2.34403], [2.03698, -3.30898, 4.89035], [2.85661, -1.51342, 6.41353]], "forces_ev_per_angstrom": [[0.1, -0.4, 0.0], [0.0, -0.1, 0.0], [0.0, 0.1, 0.0], [0.0, 0.0, 0.0], [0.0, 0.0, 0.0], [0.0, 0.0, 0.0], [0.0, 0.0, 0.0], [0.0, 0.0, 0.0], [0.0, 0.0, 0.0], [0.0, 0.0, 0.0], [0.0, 0.1, 0.0], [-0.1, -0.2, 0.0], [0.0, 0.1, 0.0], [0.0, 0.0, 0.0], [0.0, 0.0, 0.0], [0.0, 0.0, 0.0], [0.0, 0.0, 0.0], [0.0, -0.1, 0.1], [0.1, 0.1, 0.0], [0.0, 0.1, 0.0], [0.0, 0.0, 0.0], [0.0, 0.0, 0.0], [0.0, 0.0, 0.0], [-0.1, -0.1, -0.1], [0.0, -0.1, 0.0], [0.0, 0.0, 0.0], [0.0, 0.0, 0.0], [0.0, 0.0, 0.0], [0.0, 0.0, 0.0], [0.0, 0.0, 0.0], [-0.1, 0.0, 0.0], [0.0, 0.0, 0.0], [0.0, 0.0, 0.0], [0.0, 0.0, 0.0], [0.0, 0.0, 0.0], [0.0, 0.0, 0.0], [0.0, 0.0, 0.0], [0.0, 0.0, 0.0], [0.0, 0.0, 0.0], [0.0, 0.0, 0.0], [0.0, 0.0, 0.0], [0.0, 0.0, 0.0], [0.3, 0.0, 0.2], [0.2, 0.2, 0.1], [-0.1, 0.2, -0.1], [0.2, 0.1, -0.1], [-0.1, 0.0, 0.1], [-0.1, -0.2, 0.0], [0.1, 0.1, 0.1], [0.0, 0.0, 0.0], [0.0, 0.0, 0.0], [0.0, 0.0, 0.0], [-0.1, 0.1, 0.0], [0.0, 0.0, 0.0], [0.0, 0.0, 0.0], [0.0, 0.0, 0.0], [0.0, 0.0, 0.0], [0.0, 0.0, 0.0], [0.0, 0.0, 0.0], [0.0, 0.1, -0.1], [0.0, 0.0, 0.1], [0.0, 0.0, 0.0], [0.0, 0.0, 0.0], [0.1, -0.1, 0.0], [-0.1, -0.1, 0.0], [-0.4, 0.3, -0.2], [0.0, 0.0, 0.0], [0.0, -0.1, 0.1], [0.0, 0.0, 0.0], [0.0, 0.0, 0.0]]}

***

- Look up the multiplicity of the first one.
  1